No. 1
A structure of composition C18H19Cl2N3OSnTe. Source: OMol25; level of theory: ωB97M-V/def2-TZVPD.

Energy above the lowest of the compared OMol25 structures with the same formula, charge and spin (kcal per mole): 16.2

```
! wB97M-V def2-TZVPD RIJCOSX def2/J DEFGRID3
* xyz 2 1
C 2.50763 -2.07203 1.20227
H 2.92474 2.71701 1.97493
C -2.25960 1.81697 -4.18875
C -1.73804 0.30237 -1.90424
H 3.83322 -5.07938 2.17146
H -1.73033 3.37168 -5.55889
C 2.53493 -3.88286 3.37510
C 1.01284 -2.31529 4.63280
H -0.25752 -0.81795 5.49266
C 0.48546 -0.46213 -2.93895
H 0.19425 3.34468 2.24052
H -4.18913 2.15287 -3.32361
H 1.38056 4.36704 1.79732
C 3.26161 -4.16307 2.22976
H 1.19313 -0.10395 -3.68339
C -1.03878 1.14995 -4.03797
C -3.22996 1.66595 -3.19852
C 0.32605 -1.12317 4.63609
H -3.47611 3.15242 -5.35614
H 1.00626 -0.51641 -1.97919
H 0.98273 -2.97308 5.49080
H -5.01704 1.24698 -1.40239
Cl 4.15747 -3.62364 -0.23808
H -2.52867 1.99483 -6.29653
C -4.10293 0.78499 -1.03725
N 2.01515 2.52133 2.38283
N 1.07989 -0.62354 2.43063
H -3.84306 1.26896 -0.09488
Sn 1.31318 0.65752 0.43990
H -4.32190 -0.26413 -0.82792
H -0.30470 1.21362 -4.83278
N 1.07085 3.40115 1.73487
H 2.11119 2.72971 3.37536
H -0.13657 0.64856 3.49415
H 0.23071 -1.49566 -3.18458
C 0.38844 -0.29833 3.51403
C 3.26697 -3.28741 1.15655
C -0.75982 0.37696 -2.93086
C 1.75502 -1.78926 2.41813
Te -1.35711 -0.63432 -0.10734
Cl 2.55960 -4.98557 4.65715
C -3.00785 0.91546 -2.05990
C 1.75922 -2.67107 3.49934
O 2.46954 -1.25385 0.24739
C -2.52153 2.63510 -5.41190
*
```

***

No. 2
A cluster of 7 separate species, C31H63B2Cl12I2N4O2 in total. Source: OMol25; level of theory: ωB97M-V/def2-TZVPD.

Energy (eV): -211046.231

```
! wB97M-V def2-TZVPD RIJCOSX def2/J DEFGRID3
* xyz 1 1
H -2.52357 -6.14609 0.06600
C 1.25551 -0.55509 7.71155
H 0.19190 -0.43546 -3.52794
I 1.92381 -4.60702 -2.29787
H 2.44694 -1.02321 -2.03189
H 3.21648 -2.32696 -1.10292
H -3.29204 -4.80937 -0.49391
H -5.29044 0.92091 -2.60934
C -4.63209 -6.80117 2.49102
C 4.23555 2.06571 0.05363
H 3.33987 1.55193 0.40250
H -6.07592 -0.06486 -3.83609
C 0.65586 -2.89498 -2.71445
H -4.73832 -8.90816 2.19892
H 0.48407 -3.08559 1.24986
C -1.51844 1.26171 -0.29837
H 2.88445 -1.29130 1.52054
H 3.70719 9.83114 0.12725
C 0.49997 4.68341 -2.71175
Cl 5.35001 4.48591 -0.55676
Cl -0.23931 -2.10712 6.02755
H 3.03736 -0.72449 -0.43730
H 0.70827 -3.86863 -4.56293
H -1.40576 -1.71456 -4.81635
N -2.39401 1.89514 -0.96409
H 1.34252 0.76095 -1.31460
H -1.09986 2.97082 0.89183
H -1.06556 0.69124 -3.11509
H -3.12829 0.67674 -4.23515
H 1.54213 1.19415 -4.14940
H -2.40324 -0.62271 -0.17764
H 0.84594 3.49525 2.39494
C -0.05586 -3.29932 -4.04236
C -0.44830 -2.19003 -5.01842
C 0.04877 -2.26747 -1.40921
H -0.02053 -6.19784 -0.02140
H -1.26512 -2.66367 0.25731
H 5.02546 1.92978 0.78685
H 1.35632 -0.04654 2.64667
Cl 2.07407 6.87149 1.60154
C 0.81192 1.11762 -2.19899
C 0.84437 -1.98092 7.44297
H 0.29821 -2.37334 8.29837
Cl 2.31261 0.09110 6.42757
Cl 3.63925 9.75479 2.47173
H 0.27327 2.01638 -1.88930
Cl 2.80489 2.49837 3.22020
C -2.10362 -1.54740 -2.19175
H 0.34698 2.19546 0.23624
H 1.70845 -2.61113 7.25057
C -4.02437 -8.17806 2.57470
C 1.41008 3.60922 3.31634
O -0.14612 -5.27490 0.22896
N 1.77278 1.52074 -3.22153
I -1.61600 -4.76982 -4.02050
H -4.75302 -1.41672 -1.43193
C -0.63952 2.00987 0.66595
H 1.42330 8.97788 0.78434
H -5.57766 -6.78639 3.02936
H -5.16833 -2.12610 -3.00487
N -2.23842 -2.67972 -1.60291
C 2.27023 8.32733 0.58431
B -1.20024 -4.67101 -0.39961
H 1.38594 -2.17135 -3.07238
C 2.53845 -1.47666 -1.04465
H -3.05640 -3.25380 -1.76550
O -3.11254 -0.28773 -4.22319
B -3.34841 -0.95439 -3.05913
H -0.53566 -2.64070 -6.00863
H 3.19309 3.64719 -0.97114
H -3.74607 -8.43911 3.59181
Cl 1.01300 5.41369 -1.16412
H 0.38890 0.09750 7.78191
H 1.98259 -3.65057 0.57454
Cl -3.58657 -5.54506 3.20574
C 2.13902 -1.96639 1.94595
C 1.43217 -2.74501 0.82531
C -0.24385 0.10855 -2.69467
C 1.18413 -1.11284 2.80441
C 3.57945 9.02473 0.84708
C -1.10686 -3.09073 -0.74385
H 0.34585 -1.44340 -5.08746
H -0.81884 -0.58115 0.50946
H -2.96435 1.26140 -1.52985
N -2.44316 -5.35259 -0.56101
C 3.90923 3.51687 -0.16421
H 1.80469 4.62252 3.36628
H 0.57856 5.06259 -4.81065
H -0.23591 4.11034 4.56490
H 4.41594 8.33553 0.76398
H 2.68662 -2.67466 2.56924
H 3.48055 3.92886 0.74867
C 1.19299 -1.84131 -0.39342
H 2.23020 7.99687 -0.45247
H 2.73688 1.29512 -3.01258
H 1.84579 5.88541 -3.88530
H 0.13113 -1.31745 2.57338
H -0.56622 4.47886 -2.63539
H 1.31319 -1.29627 3.87044
H 1.03819 3.74186 -2.82476
Cl 4.77245 1.22145 -1.43454
C -1.38675 -0.25544 -0.35773
H -0.49876 1.44327 1.58908
C 0.53863 3.34715 4.51798
H 1.11232 3.36167 5.44129
C -4.78699 -1.22064 -2.50941
H -4.81225 -6.52132 1.45554
Cl -0.18731 7.06801 -3.86215
Cl -0.27555 1.75943 4.43609
Cl -2.54815 -8.31193 1.57777
C -5.75237 -0.05251 -2.79539
C -0.82058 -0.91452 -1.70232
H 1.81709 -0.50857 8.64267
H -6.63898 -0.11679 -2.16633
C 0.80130 5.58394 -3.88125
H 0.85939 -0.90780 0.05704
*
```

***

No. 3
A structure of composition C20H26CoN7S. Source: OMol25; level of theory: ωB97M-V/def2-TZVPD.

Energy (eV): -80049.388

```
! wB97M-V def2-TZVPD RIJCOSX def2/J DEFGRID3
* xyz 1 2
H -2.67485 -0.55273 -2.56760
N -0.85534 0.29369 3.70559
C 2.83949 -1.53505 -0.00569
H 0.66951 -5.63002 1.79080
C 0.01202 2.44316 0.07078
C -0.00889 -5.10222 1.14226
C -1.30702 2.48639 0.53686
H 2.16600 -3.17755 3.92460
C 1.71530 1.97192 -1.71378
H 1.74142 2.97008 -2.15250
C 0.36088 1.75514 -1.08660
H 2.51645 1.92054 -0.97469
H -3.35946 -3.09235 -0.43412
C -3.06764 -4.13342 -0.53502
H -3.30971 1.83624 0.17430
N 1.62860 -1.72670 1.75490
C 3.20858 -1.21128 -1.41722
C -0.63712 1.01205 -1.74610
H -3.09952 -4.41031 -1.58541
C -3.04815 0.34409 -2.07591
C -0.90223 -0.13340 2.52965
N -1.71443 -4.31316 -0.00257
N 1.62803 -1.28067 0.48145
H 0.77923 3.00355 0.59657
H -2.23105 2.70463 2.46725
C -0.66122 -3.55998 -0.34819
C -1.67412 3.30483 1.74500
H -2.31522 4.13876 1.45020
C 2.81823 -2.23637 2.11053
H 1.31672 -3.68607 0.23516
H 3.42786 -1.96694 4.13927
Co -0.03473 -0.49215 -0.23246
H 1.91662 1.25630 -2.51029
C -1.32469 -5.27547 0.91943
H 3.83610 -3.53918 3.45527
H -3.74601 -4.76520 0.02878
H 3.84540 -0.32642 -1.45688
C 3.62188 -2.14745 0.98806
H -0.42030 0.57978 -2.71756
C 3.07370 -2.76399 3.48411
H -3.88575 0.07316 -1.43415
H 0.81000 -1.58658 2.32842
C -2.27891 1.78932 -0.16355
S -0.65738 -2.28731 -1.50304
N 0.87518 1.57762 4.93569
C -1.96904 1.03683 -1.29394
H 4.64948 -2.46546 0.89868
H 2.31762 -1.03230 -2.01827
H -3.42597 1.01664 -2.84955
C 0.06834 0.99086 4.34762
N 0.37874 -4.03973 0.34736
H 3.76450 -2.03623 -1.86085
H -2.01453 -5.99574 1.32569
N -1.01316 -0.60054 1.45044
H -0.79264 3.71015 2.23948
*
```